1.
DFT (the ωB97M-V functional and the def2-TZVPD basis) results for a molecular structure, C3H11NO2P2Pd.

Computed properties:
Gap between HOMO and LUMO = 5.97 eV
E_tot = -1135.87182 a.u.
Lowest unoccupied orbital energy = -10.758 eV

Structure (ORCA input):
```
! RIJCOSX wB97M-V def2-TZVPD def2/J DEFGRID3
* xyz 2 1
N -3.455 -0.578 1.123
P -2.517 0.708 0.865
O -1.888 1.110 2.200
P -0.580 -0.100 -0.662
C 0.849 -0.832 -1.604
C 2.064 0.026 -1.283
C 2.714 -0.283 0.033
O 3.234 -0.622 -1.337
H -3.241 -1.078 1.989
H -4.461 -0.410 1.037
H -0.985 1.698 2.058
H -0.068 1.196 -0.510
H -0.429 -0.941 0.447
H -1.599 -0.287 -1.593
H 1.072 -1.816 -1.213
H 0.691 -0.824 -2.676
H 2.028 1.066 -1.578
H 2.625 -1.270 0.454
H 3.519 0.358 0.347
Pd 0.429 2.881 1.901
*
```

Atom charges from the Mulliken analysis, given in e for atoms 1 to 5: -0.395 0.535 -0.198 0.187 -0.759


2.
DFT (the ωB97M-V functional and the def2-TZVPD basis) results for 3 unconnected molecules or ions with the total composition C3H11NO2S2.

Computed properties:
Gap between HOMO and LUMO = 2.97 eV
E_tot = -1122.24196 a.u.
Energy relative to the best compared isomer or geometry (same formula, charge and spin) = 698.0 kJ/mol
Lowest unoccupied orbital energy = -5.429 eV

Structure (ORCA input):
```
! RIJCOSX wB97M-V def2-TZVPD def2/J DEFGRID3
* xyz 0 1
N 1.489 -0.466 0.002
C 0.566 -0.061 1.155
C 0.500 1.404 1.282
O -0.689 1.908 0.639
C -0.852 -0.657 0.975
S -0.810 -2.450 1.026
S 0.520 1.922 -2.142
H 1.643 0.265 -0.684
H 0.855 -1.237 -0.441
H 0.956 -0.599 2.064
H 0.351 1.582 2.374
H 1.468 2.169 1.093
H -0.474 1.906 -0.373
H -0.976 -0.339 0.002
H -1.763 -0.379 1.530
H -0.374 2.566 -2.961
H -1.301 -2.414 -1.176
H -0.120 -2.719 -2.244
O -0.989 -2.400 -2.123
*
```

Atom charges from the Mulliken analysis, given in e for atoms 1 to 5: -0.460 0.342 -0.658 -0.451 -0.929


3.
DFT (the ωB97M-V functional and the def2-TZVPD basis) results for a molecular structure, C3H11NO2S2.

Computed properties:
Gap between HOMO and LUMO = 3.77 eV
E_tot = -1122.18271 a.u.
Energy relative to the best compared isomer or geometry (same formula, charge and spin) = 853.6 kJ/mol
Lowest unoccupied orbital energy = -5.242 eV

Structure (ORCA input):
```
! RIJCOSX wB97M-V def2-TZVPD def2/J DEFGRID3
* xyz 0 1
N -0.618 -1.422 1.285
C 0.172 -0.679 0.398
C 0.854 0.519 1.125
O 1.839 -0.114 2.095
C -0.390 -0.388 -0.988
S 0.649 0.632 -1.981
S -3.429 -0.286 0.685
H -1.602 -1.131 1.244
H -0.403 -1.460 2.274
H 1.157 -1.204 0.269
H 2.146 0.360 1.159
H 0.243 0.906 1.926
H 0.938 1.421 0.453
H -0.613 -1.336 -1.569
H -1.393 0.122 -0.908
H -4.699 -0.347 0.318
H 3.607 2.045 -1.228
H 2.545 1.042 -1.567
O 3.530 1.131 -1.529
*
```

Atom charges from the Mulliken analysis, given in e for atoms 1 to 5: -0.467 0.589 -0.976 -0.508 -0.364


4.
DFT (the ωB97M-V functional and the def2-TZVPD basis) results for 3 unconnected molecules or ions with the total composition C3H11NO3.

Computed properties:
Gap between HOMO and LUMO = 10.49 eV
E_tot = -401.35621 a.u.
Energy relative to the best compared isomer or geometry (same formula, charge and spin) = 149.3 kJ/mol
Lowest unoccupied orbital energy = 0.679 eV
Structure (SMILES) = CCC(N)=O.O.O

Structure (ORCA input):
```
! RIJCOSX wB97M-V def2-TZVPD def2/J DEFGRID3
* xyz 0 1
C -2.539 1.019 -0.307
C -1.241 0.367 -0.077
C -0.412 0.775 1.200
N -0.183 1.942 1.858
O 0.224 -0.153 1.593
H -3.076 0.495 -1.103
H -3.081 0.812 0.560
H -2.378 2.055 -0.522
H -0.420 0.438 -0.890
H -1.335 -0.712 0.192
H -0.461 2.886 1.568
H 0.328 1.907 2.712
H 0.231 -1.684 -5.829
H 1.740 -2.154 -5.928
O 0.892 -2.249 -5.486
H 2.821 -0.772 3.065
H 1.850 -0.969 1.894
O 2.661 -1.206 2.190
*
```

Atom charges from the Mulliken analysis, given in e for atoms 1 to 5: -1.097 -0.176 0.351 -0.400 -0.687


5.
DFT (the ωB97M-V functional and the def2-TZVPD basis) results for 4 unconnected molecules or ions with the total composition C3H11NO3.

Computed properties:
Gap between HOMO and LUMO = 9.86 eV
E_tot = -401.27474 a.u.
Energy relative to the best compared isomer or geometry (same formula, charge and spin) = 363.1 kJ/mol
Lowest unoccupied orbital energy = 0.651 eV
Structure (SMILES) = C=CN=C.O.O.O

Structure (ORCA input):
```
! RIJCOSX wB97M-V def2-TZVPD def2/J DEFGRID3
* xyz 0 1
C 0.296 -0.317 1.580
C 0.009 -1.343 2.389
C 2.528 -0.374 1.226
N 1.392 -0.389 0.666
H -0.305 0.576 1.513
H 0.099 -2.403 2.217
H -0.532 -1.144 3.314
H 2.597 -0.871 2.200
H 3.369 -0.075 0.610
H 0.932 -3.351 -1.164
H 2.413 -3.199 -1.321
O 1.585 -2.942 -1.743
H -1.368 0.162 -2.268
H -1.629 0.874 -0.907
O -2.050 0.539 -1.703
H -3.531 4.919 -1.584
H -2.659 3.608 -1.582
O -2.860 4.420 -1.110
*
```

Atom charges from the Mulliken analysis, given in e for atoms 1 to 5: 0.009 -0.692 -0.387 -0.340 0.349


6.
DFT (the ωB97M-V functional and the def2-TZVPD basis) results for 4 unconnected molecules or ions with the total composition C3H11NO3.

Computed properties:
Gap between HOMO and LUMO (alpha / beta) = 6.90 / 4.04 eV
Expectation value of S² = 0.7717
E_tot = -400.97793 a.u.
Energy relative to the best compared isomer or geometry (same formula, charge and spin) = 194.3 kJ/mol
Lowest unoccupied orbital energy (alpha / beta) = -6.109 / -8.971 eV

Structure (ORCA input):
```
! RIJCOSX wB97M-V def2-TZVPD def2/J DEFGRID3
* xyz 1 2
C 2.482 0.824 1.191
C 3.312 0.512 2.195
C 1.488 0.264 -0.861
N 2.152 -0.043 0.173
H 1.980 1.791 1.134
H 3.779 -0.462 2.242
H 3.617 1.313 2.851
H 0.853 -0.333 -1.513
H 1.493 1.335 -1.102
H 0.332 -1.817 0.551
H -0.657 -1.902 1.627
O -0.598 -1.610 0.716
H -4.747 1.479 -1.433
H -3.709 0.915 -2.323
O -4.647 1.183 -2.359
H -3.029 -1.531 -1.169
H -1.757 -1.023 -0.591
O -2.344 -0.896 -1.329
*
```

Atom charges from the Mulliken analysis, given in e for atoms 1 to 5: 0.265 -0.562 -0.057 -0.196 0.333


7.
DFT (the ωB97M-V functional and the def2-TZVPD basis) results for 4 unconnected molecules or ions with the total composition C3H11NO3S.

Computed properties:
Gap between HOMO and LUMO = 4.42 eV
E_tot = -799.29376 a.u.
Energy relative to the best compared isomer or geometry (same formula, charge and spin) = 777.0 kJ/mol
Lowest unoccupied orbital energy = -4.850 eV

Structure (ORCA input):
```
! RIJCOSX wB97M-V def2-TZVPD def2/J DEFGRID3
* xyz 0 1
C 0.154 -0.720 -1.569
C -1.074 -1.195 -0.773
S -2.552 -0.303 -1.166
C 1.415 -0.818 -0.524
N 2.328 0.081 -0.770
O 1.374 -1.721 0.239
H -0.034 0.341 -1.738
H 0.445 -1.253 -2.462
H -0.844 -1.029 0.271
H -1.308 -2.261 -0.871
H -2.447 0.147 0.190
H 1.885 0.985 -0.945
H 3.437 0.236 1.981
H -2.630 0.694 2.223
H 2.861 -0.217 1.858
O -2.169 0.733 1.384
H 0.108 2.815 0.957
H -0.939 1.596 0.998
O -0.010 1.889 0.717
*
```

Atom charges from the Mulliken analysis, given in e for atoms 1 to 5: -0.483 -0.739 -0.198 0.627 -0.458


8.
DFT (the ωB97M-V functional and the def2-TZVPD basis) results for 3 unconnected molecules or ions with the total composition C3H11NO4.

Computed properties:
Gap between HOMO and LUMO = 10.54 eV
E_tot = -476.59728 a.u.
Energy relative to the best compared isomer or geometry (same formula, charge and spin) = 211.0 kJ/mol
Lowest unoccupied orbital energy = 0.703 eV
Structure (SMILES) = O=CNCCO.O.O

Structure (ORCA input):
```
! RIJCOSX wB97M-V def2-TZVPD def2/J DEFGRID3
* xyz 0 1
C -1.130 0.239 -1.153
N -0.126 0.873 -0.515
C -0.338 1.805 0.510
C -0.521 1.138 1.879
O -1.527 0.214 1.989
O -1.082 -0.842 -1.931
H -2.117 0.584 -0.786
H 0.709 0.298 -0.432
H 0.295 2.706 0.554
H -1.308 2.308 0.349
H 0.526 0.805 2.086
H -0.740 1.944 2.596
H -1.403 -0.681 1.741
H -0.006 -2.128 -1.680
H 0.853 -3.322 -2.136
O 0.695 -2.825 -1.350
H 3.125 -0.781 -0.737
H 1.899 -1.629 -0.658
O 2.195 -0.707 -0.326
*
```

Atom charges from the Mulliken analysis, given in e for atoms 1 to 5: 0.068 0.052 -0.773 -0.325 -0.508


9.
DFT (the ωB97M-V functional and the def2-TZVPD basis) results for 3 unconnected molecules or ions with the total composition C3H11NO4.

Computed properties:
Gap between HOMO and LUMO = 9.85 eV
E_tot = -476.58337 a.u.
Energy relative to the best compared isomer or geometry (same formula, charge and spin) = 247.5 kJ/mol
Lowest unoccupied orbital energy = 0.190 eV
Structure (SMILES) = N[C@H](C=O)CO.O.O

Structure (ORCA input):
```
! RIJCOSX wB97M-V def2-TZVPD def2/J DEFGRID3
* xyz 0 1
O -0.452 -0.106 -3.164
C 0.007 -0.151 -2.055
C -0.520 0.642 -0.882
C 0.234 1.951 -0.692
O 0.004 2.508 0.597
N -0.435 -0.265 0.288
H 0.832 -0.849 -1.815
H -1.589 0.821 -1.011
H 1.293 1.856 -0.948
H -0.142 2.656 -1.419
H 0.850 2.636 1.033
H -1.077 0.061 1.008
H 0.485 -0.153 0.701
H -1.218 -2.862 -0.370
H -1.283 -3.460 -1.793
O -0.735 -3.401 -1.004
H 1.723 -0.046 3.979
H 0.533 -0.886 3.834
O 1.492 -0.952 3.712
*
```

Atom charges from the Mulliken analysis, given in e for atoms 1 to 5: -0.479 -0.165 0.350 -0.768 -0.511


10.
DFT (the ωB97M-V functional and the def2-TZVPD basis) results for a single C3H11NO5P2 molecule.

Computed properties:
Gap between HOMO and LUMO = 10.11 eV
E_tot = -1234.60536 a.u.
Energy relative to the best compared isomer or geometry (same formula, charge and spin) = 0.0 kJ/mol
Lowest unoccupied orbital energy = 0.714 eV
Structure (SMILES) = COP(C)O[P@@](=O)(OC)ON

Structure (ORCA input):
```
! RIJCOSX wB97M-V def2-TZVPD def2/J DEFGRID3
* xyz 0 1
C -1.948 -2.455 -1.778
C 1.769 2.234 1.863
C 1.247 -1.484 0.101
N -0.277 1.526 -1.559
O -0.957 -0.218 0.977
O -0.949 -1.572 -1.153
O 0.999 1.293 1.048
O -0.953 2.014 -0.383
O -1.248 2.248 2.032
P -0.555 -1.727 0.426
P -0.618 1.396 1.014
H -2.948 -2.123 -1.519
H -1.790 -3.434 -1.355
H -1.809 -2.357 -2.848
H 2.354 1.771 2.533
H 1.181 2.736 2.574
H 2.249 2.919 1.258
H 1.818 -2.435 0.182
H 1.691 -0.878 0.837
H 1.237 -1.252 -0.929
H -0.945 0.846 -2.116
H 0.453 0.953 -1.205
*
```

Atom charges from the Mulliken analysis, given in e for atoms 1 to 5: -0.697 -0.977 -0.779 -0.479 -0.200


11.
DFT (the ωB97M-V functional and the def2-TZVPD basis) results for a molecular structure, C3H11NOP.

Computed properties:
Gap between HOMO and LUMO = 9.38 eV
E_tot = -591.93201 a.u.
Energy relative to the best compared isomer or geometry (same formula, charge and spin) = 305.0 kJ/mol
Lowest unoccupied orbital energy = -4.708 eV

Structure (ORCA input):
```
! RIJCOSX wB97M-V def2-TZVPD def2/J DEFGRID3
* xyz 1 1
C -2.369 -0.730 0.162
C 1.138 1.622 0.715
C 1.026 -0.537 -1.502
N -1.131 -1.081 0.778
O 1.910 -0.832 1.118
P 0.805 -0.079 0.240
H -2.694 -1.136 -0.684
H -3.160 -0.975 0.889
H -2.592 0.382 -0.128
H 2.095 1.947 0.312
H 1.387 1.524 1.735
H 0.378 2.326 0.341
H 2.135 -0.354 -1.771
H 0.563 0.315 -1.994
H 0.481 -1.415 -1.521
H -1.184 -0.791 1.704
H 1.595 -1.707 1.464
*
```

Atom charges from the Mulliken analysis, given in e for atoms 1 to 5: -0.831 -0.967 -0.918 -0.459 -0.482


12.
DFT (the ωB97M-V functional and the def2-TZVPD basis) results for 2 unconnected molecules or ions with the total composition C3H11NOS.

Computed properties:
Gap between HOMO and LUMO = 9.38 eV
E_tot = -649.01710 a.u.
Energy relative to the best compared isomer or geometry (same formula, charge and spin) = 170.5 kJ/mol
Lowest unoccupied orbital energy = 0.889 eV
Structure (SMILES) = CSC.NCO

Structure (ORCA input):
```
! RIJCOSX wB97M-V def2-TZVPD def2/J DEFGRID3
* xyz 0 1
C -0.181 0.167 -1.601
S -1.345 0.328 -2.958
C -1.857 -1.359 -3.347
H -0.469 -0.507 -0.807
H -0.173 1.212 -1.328
H 0.821 -0.107 -1.950
H -1.048 -2.002 -2.827
H -2.796 -1.543 -2.843
H -1.954 -1.554 -4.468
N 1.102 1.025 1.621
C 0.903 0.967 3.023
O 1.266 -0.299 3.712
H 0.465 0.506 1.041
H 2.081 0.881 1.425
H 1.570 1.749 3.383
H -0.079 1.142 3.416
H 1.695 -0.603 4.509
*
```

Atom charges from the Mulliken analysis, given in e for atoms 1 to 5: -0.946 -0.092 -0.709 0.312 0.313


13.
DFT (the ωB97M-V functional and the def2-TZVPD basis) results for 2 unconnected molecules or ions with the total composition C3H11NOS.

Computed properties:
Gap between HOMO and LUMO = 10.05 eV
E_tot = -649.05174 a.u.
Energy relative to the best compared isomer or geometry (same formula, charge and spin) = 79.5 kJ/mol
Lowest unoccupied orbital energy = 0.895 eV
Structure (SMILES) = CCS.NCO

Structure (ORCA input):
```
! RIJCOSX wB97M-V def2-TZVPD def2/J DEFGRID3
* xyz 0 1
C -1.956 -0.659 -1.606
C -0.951 0.396 -1.191
S 0.602 0.252 -2.169
H -1.633 -1.685 -1.434
H -2.147 -0.630 -2.685
H -2.961 -0.513 -1.203
H -1.374 1.396 -1.285
H -0.701 0.335 -0.131
H 0.343 -0.059 -3.453
N 2.084 0.440 1.113
C 1.375 -0.354 2.061
O 0.127 0.256 2.528
H 1.600 0.428 0.224
H 2.175 1.407 1.390
H 1.058 -1.276 1.582
H 1.964 -0.507 2.965
H 0.395 0.773 3.294
*
```

Atom charges from the Mulliken analysis, given in e for atoms 1 to 5: -1.165 0.026 -0.287 0.319 0.320


14.
DFT (the ωB97M-V functional and the def2-TZVPD basis) results for 2 unconnected molecules or ions with the total composition C3H11NOS.

Computed properties:
Gap between HOMO and LUMO = 9.21 eV
E_tot = -649.02997 a.u.
Energy relative to the best compared isomer or geometry (same formula, charge and spin) = 136.6 kJ/mol
Lowest unoccupied orbital energy = 0.694 eV
Structure (SMILES) = CSC.NCO

Structure (ORCA input):
```
! RIJCOSX wB97M-V def2-TZVPD def2/J DEFGRID3
* xyz 0 1
C 1.552 0.972 -0.487
S 2.119 -0.199 0.755
C 1.339 -1.652 -0.043
H 0.947 0.583 -1.383
H 0.907 1.647 0.104
H 2.476 1.466 -0.833
H 0.499 -1.314 -0.762
H 0.893 -2.319 0.749
H 2.066 -2.197 -0.721
N -2.255 0.419 -1.468
C -1.764 0.571 -0.108
O -2.722 0.232 0.908
H -3.131 0.908 -1.497
H -2.558 -0.558 -1.634
H -1.388 1.524 0.037
H -0.858 0.030 0.001
H -2.954 -0.710 0.696
*
```

Atom charges from the Mulliken analysis, given in e for atoms 1 to 5: -0.702 -0.079 -0.663 0.312 0.130


Asked for largest force on an atom across the records above, the calculation gives 4.5 4.6 5.9 5.6 2.7 1.9 3.2 5.7 1.4 4.0 5.3 2.9 1.3 2.4 eV/Å in order.